# C66H150N6O40P4

A 16-piece molecular cluster, C66H150N6O40P4 overall at a distorted geometry (ωB97M-V/def2-TZVPD, the Open Molecules 2025 dataset).

As for the strongest force on any atom: 3.79 eV Å⁻¹. The value obtained for the HOMO energy is -0.326 Eh. The electronic energy comes out at -198882.6586 eV. As for the HOMO-LUMO gap: 9.3 eV. As for the net charge: 0.

Positions of all 266 atoms, in Å:
1 C 14.45227 18.19172 29.42496
2 C 12.97971 18.11720 29.35792
3 O 12.27141 19.10841 29.63144
4 N 12.49067 16.98072 28.79832
5 C 11.05329 16.72458 28.67301
6 H 14.80298 17.26507 28.98397
7 H 14.77368 18.43083 30.45342
8 H 14.71565 19.08200 28.84443
9 H 13.12827 16.23412 28.56180
10 H 10.98838 15.79919 28.11715
11 H 10.54335 17.52551 28.18499
12 H 10.61212 16.59982 29.68087
13 C 12.15950 21.82980 15.73431
14 C 13.57016 21.56342 15.62481
15 O 14.35742 21.23975 16.51816
16 N 14.04874 21.70668 14.34147
17 C 15.49938 21.81865 13.96338
18 H 11.63717 20.92997 15.43063
19 H 11.73607 22.52630 15.01680
20 H 11.87754 22.05327 16.75652
21 H 13.50840 22.09702 13.58335
22 H 16.06108 21.19055 14.62083
23 H 15.88734 22.82905 14.23519
24 H 15.66225 21.68937 12.87187
25 C 12.08154 22.16627 27.78668
26 C 13.24148 22.50393 28.64331
27 O 13.85723 23.54763 28.57210
28 N 13.51238 21.59453 29.57983
29 C 14.41746 22.01063 30.65146
30 H 12.35500 21.74743 26.77947
31 H 11.48156 23.12510 27.57583
32 H 11.29960 21.56664 28.21229
33 H 12.97876 20.73666 29.70810
34 H 14.07903 21.66326 31.60843
35 H 14.35403 23.03971 30.63437
36 H 15.45654 21.74427 30.53887
37 C 12.86407 26.87220 20.66099
38 C 12.77192 26.85277 19.15072
39 O 12.71436 27.85616 18.50147
40 N 12.59549 25.60218 18.65705
41 C 12.24114 25.46463 17.28681
42 H 11.86919 27.05819 21.15168
43 H 13.45857 27.72923 20.85746
44 H 13.22950 25.95078 21.10826
45 H 12.89736 24.82696 19.26072
46 H 11.55895 24.61550 17.31663
47 H 13.13276 25.17479 16.61044
48 H 11.79845 26.37805 16.88344
49 C 10.87567 19.26496 25.33981
50 C 10.66252 20.20194 24.16886
51 O 10.75207 21.40596 24.34241
52 N 10.33549 19.66407 22.96931
53 C 9.98838 20.60952 21.87006
54 H 9.95265 19.13192 25.82302
55 H 11.60050 19.69362 26.04770
56 H 11.13392 18.28314 24.97180
57 H 10.06859 18.72732 22.86953
58 H 10.87044 21.22723 21.72215
59 H 8.98806 21.08622 22.06871
60 H 9.83606 19.89083 21.06184
61 C 10.82543 14.68295 24.30240
62 C 9.67967 15.10098 23.41716
63 O 8.59212 14.54565 23.36456
64 N 10.08426 16.13014 22.57913
65 C 9.16731 16.44965 21.44140
66 H 10.47428 14.56445 25.29716
67 H 11.65956 15.34588 24.15737
68 H 11.18336 13.69847 24.03278
69 H 11.04582 16.45694 22.56176
70 H 9.75602 17.03911 20.68314
71 H 8.34747 17.02140 21.76775
72 H 8.76452 15.58202 20.93818
73 C 14.29012 21.99828 21.40343
74 C 13.56940 21.01334 22.35015
75 O 13.30731 19.72163 21.80062
76 P 13.63370 18.35321 22.52744
77 O 12.62449 17.35780 22.22436
78 O 15.10224 18.05327 22.07062
79 C 15.43334 17.37862 20.85079
80 C 16.23283 18.22406 19.83539
81 O 13.72086 18.67360 24.05446
82 C 14.95566 19.02453 24.67500
83 C 14.65940 19.23974 26.14571
84 H 13.62564 22.31978 20.56140
85 H 14.50444 22.87197 22.03351
86 H 15.29674 21.72882 20.96770
87 H 14.13969 20.93222 23.24347
88 H 12.60674 21.45957 22.61738
89 H 15.90612 16.46471 21.06316
90 H 14.48372 17.08007 20.43370
91 H 16.97437 17.59762 19.39774
92 H 15.64351 18.74614 19.09797
93 H 16.83019 19.03391 20.27625
94 H 15.65274 18.22314 24.52684
95 H 15.23783 19.97826 24.17193
96 H 14.66706 18.31348 26.77484
97 H 15.36229 19.98952 26.55399
98 H 13.64547 19.66647 26.23429
99 C 17.94275 15.98306 24.95499
100 C 17.39658 16.57402 26.19279
101 O 16.03366 16.25602 26.36384
102 P 15.42042 14.90490 26.86650
103 O 14.04680 14.99378 27.45507
104 O 15.63189 13.90192 25.69683
105 C 14.66982 13.55928 24.71529
106 C 14.53226 14.69126 23.75686
107 O 16.51562 14.43427 27.85038
108 C 16.38071 13.25810 28.68529
109 C 16.32312 11.97152 27.89284
110 H 18.03537 14.86919 25.03097
111 H 17.24746 16.14713 24.07204
112 H 18.86668 16.36916 24.68290
113 H 17.93253 16.38429 27.11532
114 H 17.35495 17.68946 26.04702
115 H 14.96693 12.60688 24.34476
116 H 13.73177 13.45836 25.33113
117 H 13.72222 14.50029 23.03353
118 H 14.32517 15.62920 24.23172
119 H 15.41708 14.73349 23.10790
120 H 17.18677 13.33378 29.39484
121 H 15.44441 13.29209 29.32248
122 H 17.29641 11.78216 27.48540
123 H 16.06821 11.24870 28.66029
124 H 15.60515 12.04446 27.06761
125 C 16.64387 29.25798 18.81068
126 C 15.93319 27.92596 18.72902
127 O 16.99425 26.86750 19.01843
128 P 16.59966 25.35888 18.75164
129 O 15.75203 24.73032 19.70372
130 O 15.82325 25.44561 17.36776
131 C 16.26555 25.26128 16.00154
132 C 16.96160 26.55308 15.45945
133 O 17.95548 24.59774 18.44976
134 C 18.05730 23.28933 19.03514
135 C 18.85184 23.28213 20.31734
136 H 17.20316 29.54739 17.90085
137 H 15.95944 30.03726 19.05913
138 H 17.34384 29.25360 19.64209
139 H 15.24102 27.79217 19.54266
140 H 15.45465 27.71083 17.80540
141 H 16.96238 24.41203 16.03779
142 H 15.38925 24.98178 15.49435
143 H 16.10377 27.28504 15.30972
144 H 17.70683 26.91146 16.13982
145 H 17.39524 26.39826 14.50188
146 H 17.11303 22.87987 19.26680
147 H 18.59073 22.75637 18.20822
148 H 18.72594 22.25869 20.63284
149 H 19.94409 23.43235 20.23972
150 H 18.31813 24.03656 20.96354
151 C 10.20187 14.85713 13.22007
152 C 10.75309 16.24997 13.61917
153 O 11.36234 16.07707 14.92434
154 P 11.18120 17.35296 15.82091
155 O 11.55765 18.58139 15.12511
156 O 9.70479 17.50409 16.34936
157 C 9.22308 16.34841 17.12271
158 C 7.81315 16.48836 17.68691
159 O 12.09148 17.02261 17.11222
160 C 12.61582 18.15624 17.88549
161 C 11.59047 18.72820 18.80960
162 H 9.95220 14.87141 12.11721
163 H 10.94337 14.05274 13.43954
164 H 9.38361 14.49906 13.76149
165 H 11.49882 16.70110 12.94801
166 H 9.94985 16.98551 13.59927
167 H 9.20083 15.52835 16.48690
168 H 10.01498 16.22963 17.91534
169 H 7.56162 15.69132 18.35751
170 H 7.60674 17.37120 18.28081
171 H 7.17848 16.28036 16.77817
172 H 13.49050 17.70467 18.35924
173 H 13.01916 18.87639 17.11415
174 H 11.25870 18.01504 19.55328
175 H 12.25456 19.43687 19.35742
176 H 10.87887 19.30721 18.26683
177 C 13.03586 14.28851 20.10184
178 C 13.05009 12.96212 20.70026
179 O 14.44970 12.55555 20.90364
180 C 14.73707 11.38113 21.42861
181 O 15.91645 11.03948 21.58309
182 O 13.65262 10.68966 21.76565
183 C 13.84852 9.45080 22.42038
184 H 13.59643 14.24878 19.14591
185 H 13.52091 14.98978 20.81095
186 H 11.97879 14.59744 19.91456
187 H 12.38915 12.33338 20.08073
188 H 12.56988 12.93881 21.66903
189 H 12.81740 9.03227 22.56615
190 H 14.35043 9.55785 23.39785
191 H 14.34519 8.71229 21.79594
192 C 16.56566 28.10888 22.82343
193 C 15.80275 26.88312 23.19601
194 O 14.43858 27.24558 23.68081
195 C 13.60246 26.28769 24.12342
196 O 13.87835 25.18026 24.41653
197 O 12.38273 26.69816 24.13016
198 C 11.36884 25.86433 24.80398
199 H 16.15211 28.73314 22.00249
200 H 17.50901 27.85356 22.50865
201 H 16.59818 28.75047 23.76460
202 H 16.33213 26.25862 23.90373
203 H 15.58251 26.25024 22.26442
204 H 11.41780 24.83277 24.33588
205 H 10.39509 26.24445 24.56059
206 H 11.61786 25.83796 25.85627
207 C 15.23020 16.22636 15.15542
208 C 14.79396 14.84223 14.94247
209 O 15.84308 13.89070 15.48322
210 C 15.64702 13.44009 16.72065
211 O 14.71788 13.67240 17.45482
212 O 16.66459 12.56372 16.93915
213 C 16.58471 11.99529 18.29095
214 H 15.43575 16.36760 16.22128
215 H 14.53511 16.95076 14.79127
216 H 16.15316 16.42640 14.60687
217 H 14.71077 14.66570 13.84746
218 H 13.83792 14.63913 15.41226
219 H 16.31401 12.81600 19.04597
220 H 17.62582 11.70652 18.62471
221 H 15.78497 11.30646 18.28285
222 C 20.62442 14.72262 17.33065
223 C 19.24783 14.78000 17.94890
224 O 19.09811 13.90006 19.03202
225 C 18.66273 14.29061 20.23642
226 O 18.18364 15.35996 20.49576
227 O 18.92785 13.35933 21.13790
228 C 18.80155 13.79839 22.52012
229 H 21.06022 13.73896 17.54218
230 H 21.23009 15.46364 17.75445
231 H 20.39657 14.83251 16.23548
232 H 18.50271 14.39926 17.26586
233 H 18.95331 15.77897 18.24014
234 H 17.98254 14.51948 22.62920
235 H 19.78184 14.02815 22.88662
236 H 18.44778 12.89779 23.04375
237 C 16.86511 23.62478 27.27789
238 C 15.95805 23.36186 26.10598
239 O 16.67703 23.15199 24.82965
240 C 17.30615 21.97858 24.65518
241 O 17.55559 21.18623 25.56178
242 O 17.54848 21.90529 23.33171
243 C 17.93206 20.56714 22.91386
244 H 17.33496 24.62479 27.22530
245 H 17.62858 22.77131 27.40942
246 H 16.19720 23.55958 28.16423
247 H 15.28000 24.14022 25.82475
248 H 15.20656 22.52819 26.30031
249 H 18.98458 20.30168 23.12545
250 H 17.76587 20.57580 21.76956
251 H 17.27078 19.98224 23.47820
252 C 6.34334 13.28035 21.41435
253 C 7.58728 12.52299 21.08689
254 O 8.19216 13.10103 19.93054
255 C 9.39505 12.65191 19.55108
256 O 10.04029 11.72344 20.02609
257 O 9.81080 13.43165 18.57814
258 C 10.70131 12.77399 17.59133
259 H 5.61485 13.18908 20.61952
260 H 6.57411 14.32284 21.59188
261 H 5.99000 12.82376 22.40231
262 H 7.38967 11.50380 20.91299
263 H 8.25200 12.67812 21.93349
264 H 9.93707 12.20034 17.03521
265 H 11.43574 12.23996 18.11623
266 H 11.09786 13.63130 17.04815